# 1
Molecular formula: C5H7NO
Method: DFT, ωB97M-V with the def2-TZVPD basis set

Geometry as XYZ:
```
14
C5H7NO ωB97M-V with the def2-TZVPD basis set
C 1.9468 0.1149 -0.0665
C 0.5624 -0.4431 -0.1896
O 0.5301 -1.7948 -0.2173
C -0.5802 0.2803 -0.0943
C -1.8143 -0.2487 0.6023
C -0.5769 1.6497 -0.5049
N -0.6323 2.7258 -0.9383
H 2.7061 -0.6187 -0.3423
H 2.0964 0.3854 0.9872
H 2.0720 1.0298 -0.6482
H -0.3484 -2.0509 -0.5353
H -1.9164 0.3273 1.5305
H -2.7523 -0.1552 0.0510
H -1.6787 -1.2920 0.9039
```

**Highest occupied orbital energy**: -0.3267 hartree
**Energy**: -8835.0783 eV
**LUMO energy**: 0.51 eV
**Energy relative to the best compared isomer or geometry (same formula, charge and spin)**: 25.93 kcal per mole
**SMILES string**: C/C(O)=C(/C)C#N
**M**: 97.12 g mol⁻¹
**Kohn-Sham gap**: 9.40 eV

# 2
Molecular formula: C54H50AsN5O3Re
Method: DFT, ωB97M-V with the def2-TZVPD basis set

Geometry as XYZ:
```
114
C54H50AsN5O3Re ωB97M-V with the def2-TZVPD basis set
Re -0.5460 -0.0209 -0.5274
O -2.7171 6.0100 -5.4962
C -1.9093 5.7969 -4.4452
O -1.1040 6.6127 -4.1088
C -2.0505 4.4875 -3.7111
C -1.6022 4.4534 -2.3956
C -1.6545 3.2820 -1.6663
C -2.1564 2.1267 -2.2514
C -2.5996 2.1461 -3.5688
C -2.5454 3.3272 -4.2934
N -2.2310 0.9233 -1.4715
C -3.3222 0.2571 -1.5148
C -3.4159 -0.9564 -0.7413
C -4.5934 -1.6729 -0.6527
C -4.6724 -2.7302 0.2398
C -3.5849 -2.9717 1.0579
C -2.4359 -2.2120 0.9153
N -2.3061 -1.2568 -0.0174
H -3.4016 5.3355 -5.5742
H -1.2079 5.3609 -1.9570
H -1.3310 3.2723 -0.6358
H -2.9454 1.2414 -4.0529
H -2.8542 3.3110 -5.3323
H -4.1850 0.6212 -2.0651
H -5.4353 -1.3898 -1.2711
H -5.5740 -3.3232 0.3186
H -3.6071 -3.7388 1.8195
H -1.6049 -2.3720 1.5770
C 5.4145 -1.3040 1.3513
C 5.4362 -2.1722 0.1224
C 6.6325 -2.6196 -0.4296
C 6.6532 -3.4231 -1.5591
C 5.4626 -3.8145 -2.1557
C 4.2578 -3.3959 -1.6152
C 4.2535 -2.5700 -0.4980
N 3.0096 -2.1615 0.0822
C 1.9934 -1.5716 -0.5592
N 2.2430 -1.0202 -1.7533
C 1.2813 -0.9118 -2.7896
C -0.0632 -0.7096 -2.4661
C -0.9594 -0.8125 -3.5403
C -0.5367 -0.9952 -4.8416
C 0.8226 -1.0501 -5.1240
C 1.7596 -1.0189 -4.1031
C 3.2324 -1.1032 -4.4097
N 0.7867 -1.4816 0.0285
C 0.6001 -2.4565 1.0776
C 0.6883 -2.0873 2.4128
C 0.4845 -3.0313 3.4102
C 0.1999 -4.3437 3.0643
C 0.1341 -4.7075 1.7259
C 0.3354 -3.7799 0.7073
C 0.2622 -4.2114 -0.7345
H 6.4184 -0.9662 1.5995
H 5.0313 -1.8479 2.2203
H 4.7843 -0.4227 1.2078
H 7.5655 -2.3256 0.0355
H 7.5987 -3.7530 -1.9683
H 5.4694 -4.4592 -3.0246
H 3.3188 -3.7285 -2.0471
H 2.8740 -2.3485 1.0656
H 3.2045 -1.1073 -2.0555
H -2.0255 -0.7547 -3.3664
H -1.2601 -1.0692 -5.6444
H 1.1606 -1.1423 -6.1491
H 3.3933 -1.0739 -5.4850
H 3.6818 -2.0278 -4.0393
H 3.7892 -0.2643 -3.9809
H 0.9202 -1.0630 2.6698
H 0.5528 -2.7414 4.4509
H 0.0391 -5.0877 3.8343
H -0.0806 -5.7364 1.4602
H -0.4928 -4.9871 -0.8618
H 1.2163 -4.6397 -1.0543
H 0.0186 -3.3880 -1.4070
C -3.7404 -1.1862 5.0223
C -2.3951 -0.9892 5.3002
C -1.5889 -0.2990 4.4044
C -2.1203 0.1977 3.2170
C -3.4670 -0.0263 2.9348
C -4.2754 -0.7022 3.8368
As -0.9966 1.1177 1.9266
C -1.7947 2.8776 1.7070
C -0.9515 3.9867 1.6537
C -1.4648 5.2423 1.3532
C -2.8208 5.4012 1.1045
C -3.6629 4.2994 1.1547
C -3.1518 3.0419 1.4432
C 0.5835 1.5978 2.9307
C 1.8494 1.3875 2.3975
C 2.9787 1.7893 3.1007
C 2.8426 2.4076 4.3348
C 1.5763 2.6358 4.8639
C 0.4490 2.2382 4.1620
H -4.3705 -1.7103 5.7290
H -1.9725 -1.3611 6.2250
H -0.5476 -0.1354 4.6480
H -3.9024 0.3180 2.0052
H -5.3254 -0.8480 3.6145
H 0.1078 3.8810 1.8463
H -0.8028 6.0983 1.3233
H -3.2207 6.3806 0.8774
H -4.7229 4.4178 0.9694
H -3.8310 2.2018 1.4697
H 1.9579 0.9239 1.4230
H 3.9637 1.6282 2.6806
H 3.7214 2.7227 4.8826
H 1.4679 3.1298 5.8207
H -0.5353 2.4342 4.5708
C 1.2657 2.1696 -1.6534
O 0.5928 1.4296 -0.6280
H 2.3106 1.8640 -1.6498
H 1.2025 3.2290 -1.4150
H 0.8221 1.9755 -2.6283
```

**2S+1**: 2
**Highest occupied orbital energy (alpha / beta)**: -0.4829 / -0.4861 hartree
**Total charge**: +2
**Energy**: -133360.6736 eV
**LUMO energy (alpha / beta)**: -6.21 / -6.38 eV
**<S²>**: 0.7591
**Energy relative to the best compared isomer or geometry (same formula, charge and spin)**: 5.91 kcal per mole
**M**: 1078.15 g mol⁻¹
**Kohn-Sham gap (alpha / beta)**: 6.93 / 6.85 eV

# 3
Molecular formula: C3H6N2O
Method: DFT, ωB97M-V with the def2-TZVPD basis set

Geometry as XYZ:
```
12
C3H6N2O ωB97M-V with the def2-TZVPD basis set
N -2.7208 -0.8478 0.7927
C -1.5680 -0.8306 0.6883
C -0.0891 -0.8521 0.5070
O 0.5816 -0.3495 1.6178
C 0.3103 -0.0641 -0.7733
N 0.5928 1.3199 -0.4069
H 0.1862 -1.9057 0.3816
H 0.7483 0.5883 1.3818
H -0.4723 -0.1637 -1.5352
H 1.2244 -0.5146 -1.1688
H 1.3976 1.6822 -0.9031
H -0.1911 1.9376 -0.5819
```

**Highest occupied orbital energy**: -0.3936 hartree
**Energy**: -8235.3406 eV
**LUMO energy**: 0.63 eV
**Energy relative to the best compared isomer or geometry (same formula, charge and spin)**: 31.32 kcal per mole
**SMILES string**: N#C[C@H](O)CN
**M**: 86.09 g mol⁻¹
**Kohn-Sham gap**: 11.34 eV

# 4
Molecular formula: C4H14N3
Method: DFT, ωB97M-V with the def2-TZVPD basis set

Geometry as XYZ:
```
21
C4H14N3 ωB97M-V with the def2-TZVPD basis set
C -1.4050 0.3220 1.3864
C 2.6932 0.2613 -0.0824
C 0.3481 0.8155 -0.4457
C -0.9817 0.2285 -0.0610
N -1.9850 0.4710 -1.0441
N -0.7483 -1.7934 -0.2830
N 1.3513 -0.0364 0.2361
H -2.5498 0.4684 1.4362
H -0.9693 1.1305 1.9197
H -0.9185 -0.4580 1.9425
H 3.1451 -0.1444 -1.0328
H 3.0859 1.3653 -0.1169
H 3.4079 -0.3044 0.6715
H 0.2466 1.8998 -0.0817
H 0.5683 0.8047 -1.5348
H -1.7914 0.6015 -2.0029
H -2.9495 0.3665 -0.9584
H -1.0079 -2.3675 0.4301
H -1.0487 -2.2603 -1.1399
H 0.3269 -1.6573 -0.4421
H 1.1817 0.2869 1.2030
```

**Highest occupied orbital energy**: -0.5055 hartree
**Total charge**: +1
**Energy**: -8837.2895 eV
**LUMO energy**: -3.38 eV
**Energy relative to the best compared isomer or geometry (same formula, charge and spin)**: 63.03 kcal per mole
**M**: 104.18 g mol⁻¹
**Kohn-Sham gap**: 10.38 eV